C24H32NOTi as an isolated structure at a distorted geometry. Source: OMol25; level of theory: ωB97M-V with the def2-TZVPD basis set.

```
59
Properties=species:S:1:pos:R:3:mulliken_charge:R:1
Ti 0.2772 0.0851 -0.0146 -6.841
O -0.9157 0.4819 -1.7263 -0.056
N -3.5210 2.1767 2.2529 0.021
C -2.6165 0.4261 -3.1171 -2.209
C -0.7790 -1.5934 1.0758 -0.134
C 1.2559 -2.0407 0.0567 -0.553
C 0.6742 0.9337 4.6548 -1.224
C -0.1981 0.7000 2.3826 1.587
C 2.3053 0.6852 0.4915 1.596
C -1.0865 0.3049 -3.1370 2.490
C -1.4766 0.9374 2.8794 -0.460
C 1.1294 2.2781 -0.7204 -0.940
C -1.0296 -1.9009 -0.2972 -0.273
C 1.7456 1.3784 -1.6425 0.282
C -1.6880 1.0720 4.2677 -0.428
C -4.7363 2.0696 3.0041 -1.322
C -0.5161 1.4516 -3.9381 -2.125
C -2.9441 3.4819 2.1385 -0.652
C -2.4241 0.7398 -1.6549 0.463
C 0.8631 0.6890 3.2805 0.214
C 1.4997 1.8797 0.5980 0.009
C -0.5491 -1.0108 -3.6308 -2.151
C 2.4311 0.3699 -0.9078 0.329
C 0.2293 -2.1939 -0.9143 -0.683
C 0.6411 -1.6802 1.2942 -0.830
C -2.7067 1.0122 2.0048 0.490
C -0.6110 1.1199 5.1517 -0.724
H -3.3549 0.1301 2.1664 0.392
H 2.8328 0.1870 1.2981 0.670
H 0.5442 3.1660 -0.9669 0.459
H 3.0335 -0.4270 -1.3441 0.128
H -3.1341 -0.5158 -3.3052 0.045
H 1.1488 -1.5975 2.2482 0.918
H -2.2716 3.5275 1.2697 -0.050
H -0.5947 -1.0325 -4.7263 0.560
H -2.0183 -2.0135 -0.7353 -0.003
H -0.6815 2.4140 -3.4419 0.428
H 1.3178 2.4710 1.4917 0.397
H 0.3738 -2.5932 -1.9122 0.886
H -3.7615 4.2076 2.0161 0.434
H -1.5474 -1.4455 1.8263 0.936
H -2.5684 1.7877 -1.3719 -0.005
H -1.0425 1.4672 -4.9028 0.491
H -5.1479 1.0570 2.9052 0.363
H -3.0233 1.2514 -3.7035 0.948
H 2.3105 -2.2597 -0.0989 0.529
H -2.4177 1.0208 0.9351 -0.754
H -2.9032 0.0270 -0.9726 0.653
H 1.8024 1.5134 -2.7182 0.327
H -2.3663 3.7724 3.0359 0.265
H -4.5816 2.2840 4.0784 0.285
H -0.7923 1.2816 6.2145 0.356
H -2.7125 1.1607 4.6315 0.304
H -1.1253 -1.8477 -3.2316 0.415
H -5.4588 2.8082 2.6269 0.414
H 0.5483 1.3012 -4.1495 0.387
H 1.8860 0.4809 2.9714 0.311
H 1.5428 0.9582 5.3110 0.371
H 0.5041 -1.1385 -3.3507 0.267
```

As for the largest force on an atom: 3.313 eV/A. Its expectation value of S² is 0.758. As for the highest occupied orbital energy (spin up / spin down): 2.4 / 2.4 eV. The spin multiplicity is 2. The electronic energy comes out at -52053.3963 eV. As for the gap between HOMO and LUMO (spin up / spin down): 0.04442 / 0.04323 hartree. As for the net charge: -2.